{"formula": "C5H7IN", "method": "ωB97M-V/def2-TZVPD", "charge": 1, "homo_lumo_gap_ev": [6.793, 7.833], "multiplicity": 1, "e_tot_ha": -546.6675, "de_lowest_ev": 5.324, "species": ["C", "C", "C", "C", "C", "N", "I", "H", "H", "H", "H", "H", "H", "H"], "xyz": [[-1.41513, 1.54198, 0.04150], [1.36959, 0.08739, 0.49082], [0.92252, -1.32800, 0.12505], [-2.60669, -0.37864, -0.75845], [-0.04631, -0.30613, 0.22107], [-1.27780, 0.23312, -0.17282], [-4.42716, 0.21049, -0.03077], [-0.51071, 2.14460, 0.34897], [-2.30678, 1.90108, -0.39778], [1.77498, 0.03878, 1.45065], [2.07692, 0.57929, -0.19560], [0.90514, -1.67812, -0.86829], [0.83619, -1.99106, 0.96281], [-2.63873, -1.42730, -0.69593]], "forces_ev_per_a": [[1.8, 0.4, -0.5], [-0.3, -0.6, -1.9], [-1.4, -0.5, 0.2], [1.4, 0.4, 1.5], [-2.2, 2.2, -0.4], [1.2, 0.0, 1.0], [0.2, 0.3, -0.1], [-1.5, -0.8, -0.2], [-0.6, 1.1, 0.1], [0.0, 0.5, 1.8], [-1.0, 0.2, 0.0], [0.9, -1.0, -1.0], [0.6, -0.9, 0.1], [0.8, -1.3, -0.5]]}

{"formula": "C5H7IN", "method": "ωB97M-V/def2-TZVPD", "charge": 1, "homo_lumo_gap_ev": 7.717, "multiplicity": 1, "e_tot_ha": -546.6776, "de_lowest_ev": 5.051, "species": ["C", "C", "C", "C", "C", "N", "I", "H", "H", "H", "H", "H", "H", "H"], "xyz": [[-0.92405, 3.27780, -2.81704], [1.02123, -2.28562, 1.02108], [-0.25813, -1.71636, 1.24631], [-0.59868, 2.06117, -0.71827], [0.74746, -0.76906, 0.85295], [-0.78609, 2.64861, -1.84669], [0.61364, 0.21810, -1.06248], [0.97236, -0.16377, 1.74324], [-0.55851, 3.97245, -3.44092], [1.67548, -2.57746, 1.87646], [1.27890, -2.89655, 0.12792], [-1.12496, -2.13725, 0.73395], [-0.59048, -1.45759, 2.31257], [-1.46817, 1.82555, -0.02909]], "forces_ev_per_a": [[-0.9, -2.6, 1.2], [3.5, -0.7, -0.2], [-4.8, -0.5, 2.7], [-0.8, -1.8, 2.0], [0.6, 0.6, 0.2], [0.0, 0.7, -0.2], [0.1, 0.0, 0.6], [0.6, 0.5, -1.3], [0.9, 2.6, -1.9], [-0.5, 0.5, -0.8], [-0.7, 0.6, 0.6], [0.3, 0.6, -0.5], [0.5, -0.9, -1.4], [1.2, 0.4, -1.0]]}

{"formula": "C5H7IN", "method": "ωB97M-V/def2-TZVPD", "charge": 1, "homo_lumo_gap_ev": 7.657, "multiplicity": 1, "e_tot_ha": -546.6879, "de_lowest_ev": 4.771, "species": ["C", "C", "C", "C", "C", "N", "I", "H", "H", "H", "H", "H", "H", "H"], "xyz": [[0.37273, 0.41721, 0.95791], [1.23420, -1.97532, -1.52337], [-1.64233, 0.82237, -0.36221], [1.48010, 0.11727, 1.82549], [-1.85978, 1.55887, -1.42588], [-0.52633, 0.79588, 0.33312], [0.65536, -3.28622, 0.00931], [-2.38216, 0.30345, 0.29173], [2.31149, 0.74093, 1.51252], [1.68520, -0.94297, 1.81482], [0.96950, 0.52733, 2.79988], [-1.09587, 2.09768, -1.81353], [1.52626, -2.54611, -2.42830], [-2.72837, 1.36962, -1.99147]], "forces_ev_per_a": [[-1.2, 0.8, -1.7], [-0.2, 0.2, 0.7], [-4.0, -0.3, 0.8], [-1.9, 1.5, 1.4], [-0.9, -2.0, 0.6], [5.1, -1.0, 2.5], [0.4, 0.3, -1.1], [0.0, 0.1, -1.4], [0.3, 0.0, 0.2], [0.1, -0.2, 0.2], [1.7, -1.0, -1.1], [2.1, 1.8, -1.3], [-0.2, -0.5, 0.5], [-1.1, 0.4, -0.3]]}

{"formula": "C5H7IN2O", "method": "ωB97M-V/def2-TZVPD", "homo_lumo_gap_ev": [5.683, 7.555], "multiplicity": 3, "e_tot_ha": -676.9738, "s_squared": 2.036, "de_lowest_ev": 1.702, "species": ["C", "C", "C", "C", "C", "N", "N", "O", "I", "H", "H", "H", "H", "H", "H", "H"], "xyz": [[-0.43791, -1.11680, 0.74171], [-1.15897, -0.24049, 1.50852], [-0.47566, -1.19767, -0.63124], [-1.81161, 0.92370, 0.99013], [1.22785, 0.35907, -1.40994], [-1.70425, 1.23379, -0.24429], [0.18594, -0.64618, -1.56858], [-2.53418, 1.68746, 1.84938], [-2.65679, 2.88509, -0.93829], [-0.02475, -1.99117, 1.23321], [-1.27787, -0.44125, 2.56387], [1.84373, 0.11711, -0.54629], [1.84238, 0.39984, -2.30591], [0.75843, 1.32938, -1.23749], [-0.10857, -0.79804, -2.52665], [-2.52042, 1.31939, 2.74003]], "forces_ev_per_a": [[-1.0, -1.1, -0.2], [0.3, 0.6, 0.6], [0.4, -1.6, 2.5], [-0.4, 0.7, 0.1], [-0.7, 0.5, 0.3], [0.2, -0.1, -0.4], [1.2, 1.5, -4.1], [-0.2, 0.0, 0.2], [0.0, 0.0, 0.1], [-0.5, -0.4, 0.4], [0.3, 0.1, 0.2], [0.0, -0.1, 0.1], [-0.1, -0.1, 0.0], [0.2, 0.2, 0.0], [0.1, -0.1, 0.3], [0.1, 0.0, -0.1]]}

{"formula": "C5H7IN2O5P2", "method": "ωB97M-V/def2-TZVPD", "charge": -2, "homo_lumo_gap_ev": 6.013, "multiplicity": 1, "e_tot_ha": -1661.0398, "de_lowest_ev": 0.000, "species": ["C", "C", "C", "C", "C", "N", "N", "O", "O", "O", "O", "O", "P", "P", "I", "H", "H", "H", "H", "H", "H", "H"], "xyz": [[-0.95016, 2.31556, 2.37347], [-0.42167, 2.17722, 1.12092], [-1.95424, 0.62472, 1.41830], [-0.75512, 0.34265, -0.67570], [0.15610, -0.81199, -0.54350], [-1.95485, 1.38972, 2.49257], [-1.00793, 1.05347, 0.56827], [2.14390, 0.94313, 0.81953], [2.61682, -1.59024, 0.28536], [2.33757, 0.13604, -1.58750], [-0.23472, -2.00892, 0.12722], [1.58410, -2.43721, -2.02572], [0.86320, -1.18711, -2.31477], [1.95793, -0.16480, -0.10100], [-1.53941, -2.68847, -3.38701], [-1.23586, 3.22663, 2.94615], [0.42146, 2.72055, 0.75143], [-2.61179, -0.15910, 1.22934], [-0.31004, 0.95212, -1.45619], [-1.66507, -0.02259, -1.10276], [0.17552, -2.62747, -0.47738], [2.38425, -2.18391, -0.46105]], "forces_ev_per_a": [[-2.7, 0.8, -0.5], [0.6, -0.4, 0.2], [1.3, 2.3, 1.7], [0.3, -0.4, 0.0], [3.0, 0.2, 0.1], [-1.2, -1.2, 0.8], [0.2, 0.7, -0.7], [0.6, 0.8, 1.7], [0.4, 0.8, 0.7], [-0.7, -0.5, 0.5], [-0.4, 1.6, -0.1], [1.3, -2.8, 0.6], [-0.4, 2.8, -0.5], [-1.5, -1.9, -2.6], [-0.7, -0.2, -0.2], [1.6, -0.6, -0.2], [0.1, -0.2, -0.7], [-0.7, -1.2, -0.4], [0.1, 0.6, 0.2], [-1.1, 0.0, 0.0], [0.1, -1.2, -0.2], [0.0, -0.1, -0.4]]}

{"formula": "C5H7IO3", "method": "ωB97M-V/def2-TZVPD", "homo_lumo_gap_ev": 9.838, "multiplicity": 1, "e_tot_ha": -718.1373, "de_lowest_ev": 0.000, "species": ["C", "C", "C", "C", "C", "O", "O", "O", "I", "H", "H", "H", "H", "H", "H", "H"], "xyz": [[-2.54223, -1.87004, -2.18385], [0.78606, 1.04929, 0.91103], [0.42585, -0.22780, 0.05475], [-0.31914, 1.54143, 1.86905], [1.52453, -0.45939, -0.92211], [-3.63201, -1.48328, -2.14666], [1.79295, 1.63388, 0.66838], [-1.46310, -2.29367, -2.20069], [0.05926, -1.76062, 1.51004], [-0.46801, -0.07237, -0.47723], [-1.20552, 1.02365, 2.16214], [-0.60425, 2.57550, 1.42985], [0.11095, 1.87828, 2.79027], [2.32284, -0.86682, -0.46393], [1.81045, 0.56647, -1.39059], [1.40136, -1.23451, -1.61043]], "forces_ev_per_a": [[0.0, -0.4, 0.2], [-2.5, -1.5, -0.6], [1.2, 1.0, 1.1], [0.9, 3.2, -0.9], [-0.8, 2.7, -1.1], [-0.1, 0.2, -0.1], [0.6, 0.7, 0.6], [0.0, 0.2, -0.1], [0.1, -0.2, -0.3], [-1.5, 0.2, -0.2], [-0.3, -0.9, -0.6], [0.1, -1.6, 0.4], [0.7, 0.0, 0.7], [3.2, -0.5, 2.1], [-0.4, -2.0, 0.6], [-1.3, -0.8, -1.7]]}

> What is the formula in the first record?

C5H7IN